{
  "formula": "C44H78BBr3Cl2F4LiN2O16PS2Si3",
  "method": "ωB97M-V with the def2-TZVPD basis set",
  "multiplicity": 1,
  "energy_ev": -384151.5102,
  "lumo_energy_ev": -2.8,
  "orbital_gap_ev": 4.7,
  "homo_energy_ha": -0.27679,
  "symbols": ["Br", "Br", "Br", "Cl", "Cl", "S", "S", "P", "Si", "Si", "Si", "F", "F", "F", "F", "O", "O", "O", "O", "O", "O", "O", "O", "O", "O", "O", "O", "O", "O", "O", "O", "N", "N", "C", "C", "C", "C", "C", "C", "C", "C", "C", "C", "C", "C", "C", "C", "C", "C", "C", "C", "C", "C", "C", "C", "C", "C", "C", "C", "C", "C", "C", "C", "C", "C", "C", "C", "C", "C", "C", "C", "C", "C", "C", "C", "C", "C", "B", "Li", "H", "H", "H", "H", "H", "H", "H", "H", "H", "H", "H", "H", "H", "H", "H", "H", "H", "H", "H", "H", "H", "H", "H", "H", "H", "H", "H", "H", "H", "H", "H", "H", "H", "H", "H", "H", "H", "H", "H", "H", "H", "H", "H", "H", "H", "H", "H", "H", "H", "H", "H", "H", "H", "H", "H", "H", "H", "H", "H", "H", "H", "H", "H", "H", "H", "H", "H", "H", "H", "H", "H", "H", "H", "H", "H", "H", "H", "H"],
  "coordinates": [[3.9712, -9.8917, 5.6431], [1.7390, -7.6303, 5.5958], [2.2285, -9.4056, 3.0180], [2.5292, 3.9364, 4.6199], [1.2959, 6.2967, 3.4886], [-2.8206, 5.6606, 3.3688], [1.6900, -5.3000, 2.2402], [3.0436, -0.6969, -1.8115], [3.2881, -2.4203, 5.5074], [2.6772, -1.1624, 3.6415], [-0.0412, -0.3708, 4.2652], [-3.1118, -4.3578, -6.6071], [-3.4996, -6.2708, -5.3883], [-3.5925, -4.2314, -4.3609], [-1.5594, -5.0678, -5.0657], [1.5704, -0.0179, 4.0807], [3.6484, -0.9582, -3.2413], [-3.7334, 4.9845, -3.0708], [-3.3176, -1.0444, -5.2458], [-1.6378, -2.1174, -4.4380], [-1.2428, -0.2105, -5.5697], [3.9658, 1.1813, 3.2425], [-1.6377, 6.0759, 2.4109], [2.9305, -1.8526, -0.9168], [-0.8741, -9.5560, 0.1750], [-0.3779, 3.2011, 7.9592], [1.6690, -0.0096, -2.1172], [4.0130, 0.4345, -1.2275], [-4.0533, 6.1970, 2.8912], [-2.7150, 4.2500, 3.6299], [-6.7900, 4.9348, -7.4736], [-2.1276, 3.2809, 6.4693], [-0.8096, -2.7955, -9.4204], [-0.2383, -2.3115, -4.3203], [-4.9590, 8.6426, -4.6800], [4.2499, -0.2122, 3.1140], [-0.9143, 1.1271, 4.9289], [-1.9926, -1.0545, -5.1310], [-4.5928, 1.2865, -4.8088], [5.0607, 1.9541, 3.6923], [-0.8661, 2.8015, 6.9119], [3.2516, -3.0724, 1.6657], [-5.5708, 3.6773, -5.8929], [-6.0741, 7.4259, -6.4290], [-4.7619, 3.6928, -4.7542], [-0.1091, 1.7984, 6.0554], [-4.2775, 2.5016, -4.2198], [2.1332, -2.1440, 2.1341], [3.3531, -1.2892, 7.0128], [-3.8600, -0.0022, -6.0729], [-2.2932, 6.5716, 4.7770], [-0.7068, -7.2071, 0.4547], [3.2633, -4.4365, 2.3535], [-5.7189, 8.6292, -5.8444], [-1.4497, 5.3367, 1.1763], [-2.3957, 5.7437, 0.0688], [-1.1762, -8.4623, -0.2449], [-0.9253, -5.3929, -9.4875], [-4.8872, 6.2433, -4.6980], [5.1606, 1.9892, 5.2220], [5.0219, -1.3430, -3.3971], [-5.9131, 2.4638, -6.4928], [-0.8449, -3.9423, -9.4733], [-4.5435, 7.4530, -4.1082], [1.9674, 5.5843, 4.9573], [2.2646, -9.3656, 4.9369], [-2.0231, -8.2787, -1.4773], [5.0989, -3.0208, 5.1825], [-5.6636, 6.2294, -5.8564], [-3.7238, -0.3421, -7.5457], [1.5669, 1.1103, -3.0218], [-6.0729, 4.9423, -6.4946], [6.5611, 1.6775, 5.7813], [2.1748, -3.8973, 5.8854], [3.5005, 1.0489, -0.0330], [-4.4039, 4.9741, -4.0837], [-5.4410, 1.2733, -5.9752], [-2.9452, -4.9769, -5.3519], [5.3458, -4.7111, 3.1595], [-6.0356, 9.5605, -6.2946], [-0.1088, -7.4914, 1.3188], [4.3009, 1.0421, 0.6977], [-4.2091, 0.3694, -4.3874], [1.1872, -2.6710, 2.2292], [-2.2185, 7.6188, 4.4975], [5.8035, -2.3229, 5.6241], [3.2041, 2.0777, -0.2298], [5.0720, -2.4126, -3.5902], [-4.1656, -1.3192, -7.7442], [-6.6694, 7.4018, -7.3307], [-2.1088, 5.2477, -0.8576], [6.4890, 1.1031, 6.7016], [-0.0989, -6.6057, -0.2224], [-2.9311, -7.7269, -1.2303], [5.4196, -0.7995, -4.2499], [-2.2910, -9.2502, -1.8831], [-0.2182, -1.5618, 5.1405], [3.2007, -3.2417, 0.5928], [-4.6892, 9.5842, -4.2207], [-6.5470, 2.4704, -7.3681], [4.8971, 2.9601, 3.3108], [-3.4224, 5.4621, 0.2970], [1.3280, -3.9401, 5.2065], [-3.3794, 0.9466, -5.8434], [4.4653, -0.4170, 2.0634], [4.4162, 1.3224, 5.6518], [-0.4169, 5.5392, 0.8994], [2.8024, 6.1752, 5.3110], [-0.0404, -5.8151, -9.0163], [3.9854, -5.0620, 1.8020], [-0.9965, -5.7530, -10.5121], [4.8945, 2.9906, 5.5513], [-1.0312, 1.8029, 4.0834], [7.0972, 2.5925, 6.0207], [0.9684, 1.8740, -2.5317], [3.1730, -1.8699, 7.9137], [-5.7166, 0.3433, -6.4549], [-2.1612, 3.3941, 5.4615], [-1.3348, 6.1860, 5.1094], [0.1936, -2.5892, -5.2801], [-4.2283, 0.4097, -8.1552], [1.7200, -6.2123, 3.2175], [0.7156, 2.3281, 5.5758], [2.7267, -4.8349, 5.8390], [-1.8978, 0.8022, 5.2658], [-1.5597, -6.6116, 0.7839], [-1.8050, -5.7035, -8.9248], [1.8065, -3.7945, 6.9039], [-2.3744, 6.8220, -0.0883], [1.1841, 5.5346, 5.7052], [6.0002, 1.5970, 3.2614], [5.2573, -4.0036, 5.6320], [-0.1070, -3.1314, -3.6220], [1.0670, 0.7792, -3.9298], [7.1519, 1.1176, 5.0592], [0.2414, -1.4132, -3.9317], [2.6509, 0.4882, 0.3582], [5.3157, -3.0466, 4.1074], [-3.0448, 6.4328, 5.5501], [0.3238, 1.0492, 6.7156], [2.5469, 1.5167, -3.2681], [-0.6024, -0.7254, 2.9402], [1.5309, -10.0747, 5.2900], [4.3365, -0.8309, 7.1072], [-1.4748, -7.7112, -2.2308], [2.6273, -0.4858, 6.9189], [-3.6505, 2.5367, -3.3408], [5.6101, -1.0992, -2.5132], [5.1150, -0.4310, 3.7440], [3.5798, -4.4016, 3.4002], [-1.5300, 4.2700, 1.3904], [-4.9517, 0.0683, -5.7683], [1.9671, -1.4019, 1.3496], [-2.8811, 2.6646, 6.7397], [-3.9501, 7.4497, -3.2048], [4.2052, -2.5666, 1.8599], [-2.6773, -0.3839, -7.8421]],
  "forces_ev_per_a": [[0.026, 0.007, 0.005], [-0.001, 0.024, 0.092], [-0.016, -0.009, 0.001], [-0.015, 0.097, 0.075], [0.051, 0.213, 0.099], [0.269, 0.258, 0.004], [-0.851, 0.244, -0.597], [0.137, -0.063, -0.372], [-0.040, 0.092, 0.199], [0.211, 0.207, -0.189], [-0.412, 0.239, -0.366], [0.068, 0.044, -0.154], [0.085, -0.135, -0.053], [-0.030, 0.035, 0.129], [0.111, -0.021, 0.053], [-0.188, -0.511, 0.089], [0.141, 0.156, 0.097], [0.035, 0.055, 0.024], [0.536, -0.190, -0.119], [-0.091, 0.088, 0.045], [-0.020, 0.143, 0.002], [-0.089, -0.011, -0.287], [-0.112, 0.122, -0.120], [-0.098, 0.089, -0.070], [0.102, -0.093, 0.099], [-0.608, -0.641, -1.131], [0.066, -0.079, 0.107], [-0.422, 0.065, -0.230], [-0.118, -0.139, 0.012], [-0.079, -0.136, 0.004], [-0.035, 0.066, -0.055], [0.367, 0.255, -0.065], [0.096, -0.111, -0.152], [0.316, -0.156, 0.191], [-0.012, 0.015, -0.022], [-0.451, 0.653, 0.365], [0.493, -0.199, 0.221], [0.287, -0.231, 0.009], [-2.809, 4.179, 2.884], [0.006, 0.216, 0.155], [0.501, 0.509, 1.240], [-0.342, -0.184, 0.280], [0.427, 0.833, 0.268], [-0.008, 0.087, 0.013], [-0.247, 0.205, -0.539], [-0.335, 0.004, -0.688], [-0.359, -0.342, 0.172], [0.043, 0.313, 0.081], [0.299, -0.204, -0.333], [3.615, -5.667, -2.808], [-0.019, -0.003, 0.053], [0.077, -0.134, 0.107], [0.620, -0.698, 0.125], [0.020, -0.002, 0.031], [0.092, -0.304, -0.350], [-0.167, 0.112, 0.194], [-0.141, 0.070, -0.167], [-0.076, -0.115, 0.032], [-0.011, -0.022, -0.001], [0.542, 0.230, 0.162], [0.044, -0.107, -0.055], [-0.018, -0.728, 0.315], [-0.097, 0.353, 0.195], [-0.002, 0.090, -0.004], [-0.114, -0.187, -0.107], [0.002, 0.001, -0.145], [0.095, -0.188, 0.114], [-0.472, -0.293, 0.007], [-0.007, -0.015, 0.019], [0.228, -0.074, -0.060], [-0.074, 0.068, -0.137], [0.124, -0.304, 0.049], [-0.340, 0.041, -0.052], [0.315, 0.197, -0.034], [0.306, 0.048, 0.199], [0.027, -0.077, -0.024], [-5.295, 6.547, 0.913], [-0.136, -0.056, 0.017], [0.037, 0.043, 0.073], [-0.009, 0.019, -0.001], [0.004, -0.016, 0.026], [-0.017, 0.133, 0.086], [-0.750, 0.670, 1.630], [-0.059, -0.074, 0.137], [-0.015, 0.005, -0.020], [0.201, 0.014, -0.041], [-0.026, -0.035, -0.128], [-0.035, -0.008, 0.011], [-0.066, -0.038, 0.040], [-0.020, -0.076, -0.013], [0.004, -0.006, -0.017], [0.084, -0.080, 0.095], [-0.099, 0.086, -0.028], [0.040, 0.111, -0.073], [-0.037, 0.008, -0.016], [-0.007, -0.009, -0.009], [0.184, 0.045, 0.115], [-0.050, 0.137, -0.001], [0.004, 0.019, 0.003], [0.007, 0.017, -0.042], [-0.044, 0.029, -0.095], [-0.001, -0.024, -0.008], [-0.119, -0.122, -0.061], [1.354, -0.847, -1.000], [0.379, -0.224, -0.052], [-0.122, -0.156, -0.100], [0.022, 0.087, 0.108], [0.044, 0.028, -0.085], [0.000, -0.020, 0.015], [0.186, -0.151, -0.148], [0.000, -0.018, -0.001], [-0.193, -0.046, 0.117], [-0.261, 0.160, -0.024], [0.147, 0.019, -0.066], [-0.027, -0.039, 0.033], [-0.123, 0.060, 0.174], [-2.636, 1.557, -1.080], [-0.124, -0.257, -0.145], [0.027, -0.024, -0.004], [-0.040, 0.063, -0.043], [0.033, 0.009, -0.058], [0.561, 0.073, 0.188], [0.138, -0.027, 0.266], [-0.016, -0.156, -0.066], [-0.174, 0.068, -0.041], [0.002, 0.071, -0.112], [0.004, 0.016, 0.056], [-0.130, -0.022, 0.075], [0.071, 0.004, -0.022], [0.014, -0.048, 0.026], [0.044, -0.149, -0.134], [0.124, -0.117, 0.087], [-0.092, -0.063, -0.026], [-0.014, -0.030, 0.009], [0.136, -0.134, 0.024], [0.021, -0.006, -0.054], [0.001, 0.111, 0.089], [0.116, 0.294, -0.127], [-0.032, -0.038, -0.002], [0.098, 0.115, 0.270], [0.033, -0.046, 0.039], [0.032, -0.061, 0.037], [-0.024, -0.017, 0.037], [0.080, 0.113, 0.008], [-0.096, 0.118, -0.009], [-0.178, 0.032, 0.135], [0.046, -0.009, -0.007], [-0.032, 0.026, 0.018], [0.150, -0.376, -0.110], [-0.499, 0.270, 0.483], [-0.023, 0.016, 0.101], [5.565, -5.797, -0.554], [0.018, -0.007, -0.093], [-0.162, 0.091, 0.244], [0.019, -0.064, 0.015], [0.291, -0.174, -0.175], [0.007, 0.038, -0.042]]
}